ORCA calculation (ωB97M-V/def2-TZVPD) on one molecule with the formula C16H31N3O4.

Its spin multiplicity is 1. The value obtained for the largest force on an atom is 0.702 eV Å⁻¹. The value obtained for the HOMO energy is -9.10 eV.

CARTESIAN COORDINATES (ANGSTROEM)
C -3.9172 -1.1217 1.3517
C -4.5022 0.2427 0.9933
C -5.9833 0.1043 0.6444
C -3.7657 0.8984 -0.1780
C -2.2937 1.2255 0.0858
N -1.4383 0.0867 -0.1675
C -0.5523 -0.3722 0.7308
O -0.3943 0.1268 1.8269
C 0.2320 -1.6552 0.3741
N 1.6443 -1.3648 0.5401
C 2.1792 -0.1588 0.2484
O 1.5823 0.7260 -0.3297
O 3.4546 -0.1224 0.6471
C 4.2618 1.0641 0.4386
C 5.6189 0.6960 1.0390
C 4.4000 1.3540 -1.0559
C 3.6538 2.2532 1.1805
C -0.0631 -2.3350 -0.9783
C 0.5678 -1.6007 -2.1610
C 0.4450 -3.7780 -0.9438
C -1.8687 2.4564 -0.7432
N -0.5628 2.5065 -1.0440
O -2.6651 3.3036 -1.0886
H -2.9051 -1.0244 1.7328
H -4.5218 -1.5970 2.1212
H -3.9037 -1.7732 0.4794
H -4.4115 0.8974 1.8665
H -6.1113 -0.5498 -0.2159
H -6.4126 1.0739 0.4046
H -6.5355 -0.3184 1.4805
H -4.2578 1.8425 -0.4223
H -3.8334 0.2543 -1.0591
H -2.1476 1.4941 1.1396
H -1.4969 -0.3210 -1.0851
H -0.0421 -2.3613 1.1688
H 2.2119 -1.9876 1.0906
H 6.0293 -0.1727 0.5309
H 6.3087 1.5278 0.9334
H 5.5069 0.4588 2.0935
H 4.8019 0.4833 -1.5702
H 3.4321 1.5993 -1.4840
H 5.0743 2.1926 -1.2040
H 4.3141 3.1120 1.0989
H 2.6861 2.5094 0.7589
H 3.5196 2.0072 2.2314
H -1.1516 -2.3716 -1.0997
H 0.3562 -0.5355 -2.1416
H 0.2004 -2.0157 -3.0972
H 1.6485 -1.7206 -2.1382
H -0.0368 -4.3415 -0.1477
H 0.2321 -4.2723 -1.8886
H 1.5203 -3.7984 -0.7836
H -0.2221 3.3249 -1.5213
H 0.1146 1.8484 -0.6832

=====

ORCA calculation (ωB97M-V/def2-TZVPD) on one molecule with the formula C16H31NO.

Its spin multiplicity is 1. The value obtained for the largest force on an atom is 6.524 eV Å⁻¹. The value obtained for the HOMO energy is -9.80 eV.

CARTESIAN COORDINATES (ANGSTROEM)
C -3.1027 -1.9502 -2.4250
C -1.9092 -1.7625 -1.6281
C -0.5640 -1.6915 -2.4320
C -0.3100 -2.9643 -3.4320
C 0.7887 -2.5414 -4.4521
C 0.6688 -1.6306 -1.5079
C 0.8518 -0.0712 -1.0627
C 1.8304 -0.0633 0.1231
C 3.2708 -0.1356 -0.3591
C 1.4652 1.1306 1.0558
C 0.2457 1.0288 2.0499
C 0.3489 -0.1403 3.0844
C -0.7820 -0.2368 4.1024
O 0.2310 2.2589 2.7799
C -0.8583 3.1861 2.4896
C -0.3401 4.5974 2.9811
C -1.2966 5.7130 2.6411
N -2.1394 6.5013 2.4384
H -3.0924 -2.8595 -2.9406
H -3.0738 -1.2359 -3.2967
H -4.0439 -1.8501 -1.8501
H -1.8999 -2.5838 -0.8679
H -1.9716 -0.9657 -1.0343
H -0.5912 -0.7725 -3.0369
H -1.2438 -3.2825 -3.9098
H -0.0924 -3.8405 -2.8362
H 1.4853 -1.7530 -4.0114
H 1.3443 -3.4700 -4.7474
H 0.2833 -2.0843 -5.2337
H 0.5195 -2.2281 -0.7154
H 1.6087 -1.7526 -1.9730
H -0.1263 0.1782 -0.6868
H 0.9217 0.6780 -1.8195
H 1.6573 -0.9415 0.7270
H 3.6256 -1.1265 -0.8256
H 3.4303 0.5297 -1.2103
H 4.0042 0.1706 0.4553
H 2.3668 1.2924 1.6627
H 1.2128 2.0037 0.5280
H -0.6660 0.9896 1.3236
H 1.3418 0.0234 3.4729
H 0.3476 -1.0928 2.4749
H -0.7938 -1.2560 4.6301
H -1.8290 -0.1647 3.6315
H -0.8574 0.6084 4.7608
H -1.7432 2.9308 3.0431
H -1.0233 3.2465 1.4182
H -0.0511 4.5041 4.0289
H 0.5508 4.8764 2.3916

=====

ORCA calculation (ωB97M-V/def2-TZVPD) on C16H31NP2SeTi as an isolated structure.

Its spin multiplicity is 3. The value obtained for the largest force on an atom is 5.481 eV Å⁻¹. The value obtained for the HOMO energy (spin up / spin down) is -4.64 / -7.04 eV.

CARTESIAN COORDINATES (ANGSTROEM)
P -0.0519 -1.8794 -1.5123
P -0.0337 1.7796 -1.7389
C -0.4488 -0.7584 -2.8785
C 0.3304 0.5633 -3.0348
H -1.5356 -0.5758 -2.8468
H -0.2381 -1.3691 -3.7745
H 1.4227 0.3880 -3.0814
H 0.0165 1.0476 -3.9725
C -1.6036 2.5751 -2.1686
H -1.9054 3.2480 -1.3532
H -2.3899 1.8212 -2.3234
H -1.4605 3.1568 -3.0885
C 1.3365 2.9576 -1.8084
H 1.1344 3.6836 -2.6048
H 2.2839 2.4337 -2.0087
H 1.4167 3.4759 -0.8404
C -1.3544 -3.1082 -1.6018
H -1.3591 -3.7679 -0.7246
H -1.1733 -3.7080 -2.5060
H -2.3374 -2.6216 -1.6872
C 1.5188 -2.6543 -1.9801
H 2.3132 -1.9043 -2.0910
H 1.3930 -3.1876 -2.9296
H 1.8255 -3.3729 -1.2088
Ti 0.0812 -0.6222 2.6887
C 0.9826 1.4969 2.2982
C -0.3806 1.7303 2.2407
C -1.3215 1.5407 1.0988
C -1.8914 0.1114 0.7532
C -0.9590 -1.0747 0.8904
C 0.3492 -1.2182 0.1386
C 1.2897 0.0239 0.0868
C 1.8767 0.7784 1.2999
C 1.6362 -1.5544 3.5719
H 1.5477 1.9467 3.1204
H -0.8167 2.2750 3.0843
H -0.8980 1.9913 0.1759
H -2.2198 2.1431 1.3240
H -2.7690 -0.0793 1.4033
H -2.3032 0.1720 -0.2725
H -1.4204 -2.0344 1.1640
H 0.9251 -2.0884 0.5040
H 0.7234 0.7997 -0.5113
H 2.1566 -0.2397 -0.5422
H 2.5880 0.1218 1.8306
H 2.5020 1.5716 0.8459
H 2.5474 -0.9484 3.6311
H 1.8467 -2.5320 3.1226
H 1.2236 -1.6940 4.5857
Se -3.1697 0.0003 6.1953
C -2.0120 -0.3284 4.9643
N -1.2146 -0.5118 4.0721